This record from the OMol25 dataset describes a 3-piece molecular cluster, C24H42N4O8S2 overall. The level of theory is ωB97M-V/def2-TZVPD.

Values from the calculation:
DFT total energy = -2556.90794 hartree
E_LUMO = 0.60 eV
SMILES string = CCCNN(CC)[C@@H](O)[C@H](OCc1ccccn1)c1ccccn1.CCOS(C)(=O)=O.CCOS(C)(=O)=O
E_HOMO = -7.5 eV
largest force on an atom = 2.45 eV Å⁻¹

Geometry as ORCA input:
```
! RIJCOSX wB97M-V def2-TZVPD def2/J DEFGRID3
* xyz 0 1
C -3.271 1.550 -2.550
C -2.658 1.038 -3.879
C -1.588 -0.053 -3.664
N -0.478 0.568 -2.939
N 0.758 -0.116 -3.165
C 1.297 0.186 -4.491
C 1.557 1.695 -4.768
C 1.751 0.236 -2.160
O 1.514 1.530 -1.582
C 1.819 -0.779 -0.968
O 3.145 -1.248 -0.881
C 3.367 -2.020 0.279
C 3.291 -1.212 1.560
C 4.374 -0.492 2.043
C 4.348 0.258 3.191
C 3.120 0.280 3.864
C 2.112 -0.437 3.298
N 2.129 -1.188 2.205
C 0.808 -1.917 -1.207
C -0.370 -1.845 -0.498
C -1.286 -2.879 -0.670
C -0.893 -3.864 -1.542
C 0.299 -3.836 -2.234
N 1.173 -2.850 -2.070
H -2.642 1.384 -1.672
H -4.271 1.124 -2.432
H -3.418 2.634 -2.610
H -2.150 1.876 -4.367
H -3.467 0.662 -4.512
H -1.307 -0.433 -4.647
H -2.081 -0.871 -3.111
H -0.727 0.522 -1.958
H 2.250 -0.339 -4.599
H 0.663 -0.195 -5.298
H 1.621 1.852 -5.846
H 2.486 1.984 -4.260
H 0.771 2.304 -4.313
H 2.755 0.288 -2.591
H 2.121 2.174 -1.955
H 1.501 -0.200 -0.093
H 2.697 -2.888 0.337
H 4.384 -2.423 0.206
H 5.309 -0.547 1.486
H 5.208 0.814 3.541
H 2.973 0.865 4.763
H 1.149 -0.387 3.810
H -0.572 -1.034 0.192
H -2.231 -2.909 -0.143
H -1.559 -4.711 -1.703
H 0.514 -4.651 -2.921
C 1.673 -3.545 4.452
C 0.644 -4.297 3.633
O -0.156 -5.185 4.441
S -1.306 -4.545 5.336
C -2.129 -6.049 5.740
O -2.154 -3.751 4.500
O -0.727 -4.002 6.524
H 1.191 -2.843 5.133
H 2.332 -2.974 3.805
H 2.261 -4.233 5.061
H 0.002 -3.611 3.078
H 1.148 -4.928 2.902
H -2.535 -6.484 4.830
H -2.931 -5.806 6.434
H -1.417 -6.722 6.212
C -0.394 4.782 -0.563
C -1.318 5.180 0.570
O -2.098 6.352 0.256
S -3.341 6.172 -0.724
C -4.087 7.741 -0.426
O -4.189 5.142 -0.208
O -2.869 6.136 -2.072
H -0.957 4.438 -1.430
H 0.268 3.973 -0.249
H 0.209 5.632 -0.885
H -1.976 4.357 0.852
H -0.729 5.438 1.449
H -4.409 7.786 0.611
H -4.942 7.826 -1.093
H -3.362 8.520 -0.646
*
```

Mulliken atomic charge list, values in e, 4 entries:
1 C -0.93
2 C -0.61
3 C -0.58
4 N -0.01